A gas-phase ion, C5H6NO (charge +1) at a distorted geometry. Source: OMol25; level of theory: ωB97M-V/def2-TZVPD.

Results
- Energy relative to the best compared isomer or geometry (same formula, charge and spin): 813.6 kJ/mol
- 2S+1: 1
- Frontier orbital gap (spin up / spin down): 7.9 / 8.0 eV
- Charge: +1

XYZ file:
```
13
Properties=species:S:1:pos:R:3:forces:R:3:nbo_charge:R:1
C 0.60525 1.35299 -0.02901 1.60 1.31 -0.44 0.078
C 1.48941 0.49456 0.12758 1.48 -2.83 -1.28 0.144
C -0.79983 1.34393 0.02975 -1.74 -0.14 1.56 -0.315
C -0.76744 -1.02801 0.49947 1.23 -1.66 3.10 0.066
C 1.60039 -0.96780 -0.32488 1.21 1.47 0.60 0.124
N -1.17157 -0.11608 -0.25174 -0.98 2.80 0.29 -0.432
O 2.71183 -0.15830 0.03442 -1.12 0.00 0.26 -0.360
H -0.99101 1.64887 1.14295 -0.72 -0.64 -2.04 0.272
H -1.33393 1.94477 -0.71033 0.11 0.08 0.38 0.264
H -1.11579 -2.07318 0.37540 0.57 0.73 -0.09 0.261
H -0.18221 -0.69561 1.42889 -1.23 -0.90 -1.39 0.251
H 1.71980 -1.45506 -1.29034 -0.04 0.01 -0.15 0.206
H -1.76489 -0.29108 -1.03215 -0.37 -0.22 -0.78 0.440
```
Forces are in eV/Å.